1.
The following is a quantum chemistry calculation of a molecular structure, C5H9FO5Yb at a distorted geometry, from the OMol25 dataset.

Cartesian coordinates (Å):
C: 2.881 0.526 0.968
C: 1.933 0.806 -0.328
F: 2.641 1.471 -1.400
C: 1.270 -0.574 -0.897
O: 0.921 -1.498 0.161
C: -0.362 -1.233 0.743
O: -0.887 -2.136 1.444
O: -1.010 0.034 0.515
C: -2.458 -0.045 0.707
O: -3.024 1.139 0.029
O: -3.464 0.717 -1.185
H: 3.760 1.250 0.879
H: 2.344 0.766 1.950
H: 3.179 -0.579 0.942
H: 1.072 1.474 0.064
H: 2.127 -1.075 -1.496
H: 0.425 -0.376 -1.662
H: -2.907 -1.019 0.300
H: -2.662 0.086 1.823
H: -4.426 0.484 -1.049
Yb: -1.354 -0.219 -2.507

Calculated values
Multiplicity: 1
E_HOMO (hartree): -0.668
Relative energy (zero: lowest compared OMol25 entry of this formula, charge and spin) (kcal/mol): 61.24
Net charge: +2
LUMO energy (Ha): -0.37293



2.
The following is a quantum chemistry calculation of C5H9FS in the gas phase, from the OMol25 dataset.

Cartesian coordinates (Å):
C: 0.538 -0.693 0.810
C: 1.204 -0.131 -0.475
C: 0.052 0.275 -1.417
C: -1.113 0.522 -0.464
C: -0.981 -0.584 0.570
H: 0.543 1.342 2.047
H: 0.820 -1.750 0.987
H: 1.822 0.749 -0.250
H: 1.851 -0.876 -0.904
H: 0.270 1.153 -2.036
H: -0.193 -0.569 -2.094
H: -2.100 0.578 -0.929
H: -1.553 -0.369 1.494
H: -1.347 -1.529 0.135
F: -0.909 1.756 0.178
S: 1.095 0.126 2.348

Calculated values
Multiplicity: 1
E_HOMO (hartree): -0.327
Relative energy (zero: lowest compared OMol25 entry of this formula, charge and spin) (kcal/mol): 0.00
Net charge: 0
Structure (SMILES): F[C@H]1CC[C@@H](S)C1
LUMO energy (Ha): 0.03263